The following is a quantum chemistry calculation of a 9-piece molecular cluster, C27H72O9 overall in a non-equilibrium geometry, from the Open Molecules 2025 dataset.

Structure (XYZ):
```
108
Properties=species:S:1:pos:R:3:mulliken_charge:R:1
C 16.657 11.699 8.215 -0.6837
C 17.157 10.305 7.917 0.6633
C 17.725 9.675 9.150 -1.4535
O 16.006 9.522 7.529 -0.5013
H 16.416 12.321 7.279 0.1709
H 17.385 12.241 8.845 0.4377
H 15.768 11.696 8.865 -0.3413
H 17.877 10.293 7.083 0.4861
H 17.104 9.900 10.037 0.1111
H 18.692 9.988 9.421 0.4825
H 17.814 8.621 9.008 0.4130
H 16.316 8.973 6.779 0.2444
C 17.597 10.651 15.984 -0.8721
C 18.293 11.244 14.738 0.4028
C 19.223 10.253 14.011 -1.0463
O 17.327 11.775 13.771 -0.4689
H 18.304 10.082 16.591 0.3499
H 16.807 9.996 15.568 -0.0637
H 17.122 11.305 16.661 0.3287
H 18.854 12.132 15.094 0.2630
H 20.114 10.068 14.677 0.3792
H 19.569 10.628 13.037 0.2935
H 18.720 9.288 13.866 0.1697
H 16.770 11.000 13.576 0.3381
C 8.582 13.071 9.510 -1.0337
C 9.608 13.331 8.400 1.9023
C 9.560 12.315 7.279 -0.9770
O 9.439 14.649 7.850 -0.6408
H 7.551 12.984 9.132 0.3565
H 8.643 13.918 10.213 0.0849
H 8.662 12.141 10.056 0.1476
H 10.604 13.277 8.855 -0.7952
H 8.671 12.404 6.688 0.4498
H 9.433 11.400 7.865 0.0547
H 10.523 12.363 6.722 0.1162
H 9.355 15.256 8.601 0.3746
C 15.436 7.718 14.399 -1.5796
C 15.511 8.050 12.892 0.6867
C 14.247 7.709 12.019 -1.2825
O 15.693 9.456 12.818 -0.1413
H 16.391 7.816 14.849 0.4066
H 15.079 6.682 14.581 0.3615
H 14.831 8.393 14.983 0.3494
H 16.329 7.557 12.277 0.2088
H 13.348 8.028 12.538 0.3363
H 14.220 6.646 11.826 0.5243
H 14.343 8.207 10.994 0.0667
H 15.271 9.837 12.040 -0.0444
C 8.324 8.658 11.699 -1.1850
C 7.434 8.145 10.543 0.6202
C 6.087 8.869 10.510 -1.3068
O 8.128 8.211 9.314 -0.4783
H 8.563 9.706 11.628 0.1184
H 9.244 8.113 11.852 0.3224
H 7.779 8.497 12.663 0.4094
H 7.286 7.112 10.735 0.1953
H 5.373 8.451 9.766 0.3517
H 6.256 9.959 10.371 0.2896
H 5.685 8.790 11.532 0.3885
H 7.666 8.835 8.731 0.2958
C 9.730 14.033 14.349 -1.3419
C 8.714 14.597 13.404 1.1870
C 7.363 13.811 13.366 -1.1595
O 8.363 15.988 13.708 -0.5885
H 10.138 12.967 14.124 0.2027
H 9.296 14.035 15.300 0.4354
H 10.597 14.674 14.391 0.3927
H 9.181 14.506 12.358 -0.3686
H 6.804 13.793 14.316 0.3534
H 7.540 12.803 12.999 0.2563
H 6.700 14.252 12.569 0.3118
H 9.236 16.465 13.804 0.3408
C 11.460 8.715 8.991 -1.2114
C 12.624 8.914 8.044 0.8145
C 12.070 8.951 6.644 -1.5576
O 13.292 10.123 8.429 0.1263
H 10.998 7.759 8.865 0.6065
H 10.671 9.423 8.912 0.0111
H 11.895 8.699 9.979 0.1570
H 13.294 8.076 8.060 0.2472
H 11.231 8.282 6.593 0.4031
H 12.780 8.674 5.900 0.3970
H 11.686 9.942 6.380 0.1845
H 14.144 10.225 7.943 -0.1630
C 13.457 13.808 7.142 -0.7231
C 13.908 15.006 7.854 0.2903
C 12.804 15.584 8.707 -0.9799
O 15.088 14.725 8.631 -0.4489
H 12.514 13.790 6.654 0.5335
H 13.325 13.059 7.933 -0.2364
H 14.258 13.440 6.475 0.2459
H 14.220 15.854 7.144 0.3451
H 13.161 16.509 9.204 0.4356
H 12.606 14.936 9.561 0.0319
H 11.922 15.882 8.115 0.3132
H 15.444 15.537 8.961 0.2917
C 12.216 12.641 11.318 -1.2519
C 13.669 12.473 11.037 1.9846
C 14.506 13.119 12.108 -2.0769
O 13.979 11.099 11.036 0.2214
H 12.129 12.291 12.308 0.4021
H 11.636 12.101 10.557 0.0316
H 11.950 13.685 11.210 0.3571
H 14.013 12.970 10.141 -0.6551
H 14.300 12.678 13.096 0.3782
H 14.274 14.187 12.124 0.3817
H 15.574 13.025 11.908 0.4208
H 13.524 10.698 10.270 -0.3859
```

Output
**Electronic energy**: -1748.99773 hartree
**Net charge**: 0
**Strongest force on any atom**: 0.068 Eh/bohr